[1]
This record from the Open Molecules 2025 dataset describes a single C23H38O molecule. The level of theory is wB97M-V/def2-TZVPD.

```
62
Properties=species:S:1:pos:R:3:forces:R:3
C -1.73280 -1.04315 -5.30401 0.3645 -0.1372 0.0665
C -1.41787 0.28480 -4.66927 -0.3443 -0.1579 -0.3062
O -0.33786 0.54759 -4.20089 0.1367 0.0797 0.1296
C -2.57348 1.25918 -4.62101 0.0832 0.3204 0.3212
C -3.23527 1.19606 -3.22737 0.0623 -0.0485 -0.1816
C -3.98645 -0.08244 -3.02382 -0.0150 0.1052 0.0915
C -3.63425 -1.11136 -2.25969 -0.0892 -0.1269 -0.0410
C -4.50570 -2.32917 -2.15264 0.0014 0.1267 -0.0830
C -2.37405 -1.16825 -1.44114 0.0060 0.0779 0.1176
C -2.60266 -0.72867 0.01942 0.0826 0.0523 -0.1710
C -3.05347 0.69674 0.10002 -0.0287 -0.1081 0.0840
C -2.30531 1.75037 0.40690 -0.0481 0.1628 -0.0346
C -2.88149 3.13559 0.42364 -0.0476 -0.1591 -0.0622
C -0.85330 1.66615 0.79055 -0.2269 -0.1724 0.1625
C -0.69459 1.43702 2.30648 0.1777 -0.0321 -0.1989
C 0.75117 1.35249 2.68291 -0.1335 0.0388 0.1246
C 1.48766 0.24831 2.74836 0.1188 0.0823 0.2301
C 0.95357 -1.12631 2.46313 -0.1113 0.1369 -0.0310
C 2.95142 0.31455 3.08190 -0.0790 0.1118 -0.3507
C 3.82427 0.00835 1.84993 0.0498 -0.0347 0.3021
C 5.27759 0.11873 2.19476 -0.0831 -0.0199 -0.1467
C 6.05953 -0.84354 2.66985 0.2219 -0.0263 0.0181
C 5.61944 -2.25428 2.92739 -0.1085 0.1712 -0.0894
C 7.49842 -0.58438 3.01106 -0.1458 0.0941 -0.0278
H -2.59171 -1.48125 -4.79863 -0.0982 -0.0255 -0.0350
H -1.99303 -0.89375 -6.34999 -0.0864 0.0171 -0.1130
H -0.87880 -1.71157 -5.23439 0.0462 -0.0196 0.0032
H -3.30975 1.02970 -5.39137 -0.0111 0.0054 -0.0648
H -2.18625 2.26796 -4.77320 0.0301 -0.0378 -0.0870
H -2.47038 1.33254 -2.46461 -0.0185 0.0886 -0.0057
H -3.93857 2.02896 -3.14907 0.0586 0.0342 0.0677
H -4.91090 -0.14798 -3.58698 -0.1546 -0.1135 -0.0305
H -3.97998 -3.20505 -2.53439 0.0220 -0.1109 0.0089
H -4.75500 -2.52539 -1.11072 -0.0513 -0.0983 0.1012
H -5.42985 -2.20729 -2.71231 -0.0827 -0.0221 -0.0180
H -2.00513 -2.19714 -1.43549 0.0602 -0.0097 -0.0742
H -1.59972 -0.53908 -1.87999 0.0841 -0.0215 0.0135
H -1.67572 -0.87597 0.57201 0.0169 -0.0709 0.0962
H -3.36645 -1.36893 0.46840 0.0618 -0.0504 0.0757
H -4.09221 0.85322 -0.16259 -0.1287 0.1455 0.0011
H -3.95202 3.12098 0.23522 -0.0936 0.0442 0.0023
H -2.40242 3.74878 -0.34015 0.0450 0.1165 -0.0367
H -2.70223 3.60990 1.38781 0.0060 0.1236 0.0826
H -0.35108 2.59767 0.52235 0.0720 -0.0170 -0.0721
H -0.35558 0.85674 0.25645 0.0943 -0.0002 -0.0282
H -1.16172 2.26733 2.84072 -0.0801 -0.0525 0.0341
H -1.22563 0.52419 2.58043 -0.0650 0.0152 0.0103
H 1.22754 2.30455 2.87982 0.1843 0.0976 0.0633
H 1.56567 -1.88240 2.95004 0.0287 -0.1108 0.0156
H -0.07031 -1.23502 2.81401 -0.0853 -0.0808 -0.0164
H 0.96229 -1.32289 1.39051 -0.0042 -0.1245 -0.0834
H 3.18823 -0.40994 3.86528 0.0392 0.0016 0.0568
H 3.20628 1.30837 3.45468 0.0117 -0.0050 0.0600
H 3.58026 0.72587 1.06389 -0.0554 -0.0621 -0.0363
H 3.58570 -0.98846 1.47790 -0.0385 -0.0150 -0.0917
H 5.69780 1.10922 2.07408 0.1604 0.1115 0.0249
H 6.34270 -2.95465 2.51106 0.0301 -0.1003 -0.0086
H 5.56726 -2.43447 4.00181 0.0135 -0.0814 0.0812
H 4.64475 -2.46508 2.49928 -0.1075 -0.0952 -0.0071
H 8.15084 -1.20228 2.39392 0.0969 -0.0620 -0.0107
H 7.76002 0.45883 2.85489 0.0594 0.0784 0.0032
H 7.69061 -0.84060 4.05285 0.0958 -0.0297 0.0939
```
Forces are in eV/Å.

As for the multiplicity: 1. Its SMILES is CC(=O)CC/C=C(/C)CC/C=C(/C)CC/C=C(\C)CCC=C(C)C. Its maximum force is 0.0095 Eh/bohr. The HOMO-LUMO gap is 9.243 eV. As for the energy above the lowest of the compared OMol25 structures with the same formula, charge and spin: 0.232 eV.

=====

[2]
This record from the Open Molecules 2025 dataset describes a molecular structure, C23H39AsCrGeSi2. The level of theory is wB97M-V/def2-TZVPD.

```
67
Properties=species:S:1:pos:R:3:forces:R:3
Cr -0.55444 -0.37596 0.19194 -0.2944 -0.1404 0.6647
C -3.06076 1.78554 2.18920 0.0608 -0.0507 0.0201
Si -1.19022 1.36669 1.97480 0.0484 0.1510 -0.2475
C -0.48537 3.18509 1.99210 -0.0838 -0.0691 0.0777
C -0.70664 0.78146 3.75153 0.0303 -0.1412 0.0374
C -0.99731 1.55507 4.88176 -0.0110 0.0422 0.0158
C -0.67905 1.13766 6.16582 0.0127 -0.0200 0.0204
C -0.05538 -0.09254 6.34601 -0.0137 0.0231 0.0018
C 0.23693 -0.87340 5.23743 0.0234 -0.0484 0.0255
C -0.07126 -0.46708 3.93381 -0.0595 0.1567 -0.0270
Si 0.36720 -1.55907 2.39711 0.0784 -0.0527 -0.3242
C -0.41275 -3.25742 2.90122 0.0122 0.0921 -0.0032
C 2.23081 -1.95112 2.79223 -0.0732 0.0087 0.0136
H -3.25687 2.40116 3.07658 0.0042 0.0071 0.0047
H -3.64604 0.86613 2.26792 -0.0035 -0.0060 0.0074
H -3.42248 2.32446 1.30838 0.0181 -0.0049 -0.0193
H -0.82327 3.74218 2.87512 0.0032 -0.0003 0.0080
H -0.82163 3.74030 1.10972 -0.0203 -0.0260 -0.0130
H 0.60837 3.19616 1.99911 0.0662 0.0094 -0.0123
H -1.49184 2.51589 4.75688 -0.0003 -0.0007 -0.0067
H -0.91595 1.76141 7.02325 -0.0052 0.0071 -0.0066
H 0.19773 -0.43666 7.34500 0.0033 -0.0053 -0.0020
H 0.72186 -1.83482 5.39192 0.0037 0.0006 0.0013
H -0.09948 -3.59374 3.89849 0.0058 0.0142 0.0109
H -0.12808 -4.02611 2.17649 0.0085 0.0024 -0.0149
H -1.50380 -3.18688 2.88969 -0.0102 -0.0095 -0.0016
H 2.36328 -2.40518 3.78312 -0.0035 -0.0132 0.0054
H 2.82988 -1.03670 2.76678 0.0187 0.0001 0.0174
H 2.64284 -2.64038 2.04783 -0.0126 -0.0015 -0.0158
C -3.96944 -1.11320 -3.64840 0.0434 0.0181 0.0324
Ge -2.29381 -0.47766 -2.74171 0.0331 -0.0625 -0.0145
C -0.86724 -0.84712 -4.10232 -0.0459 0.0207 0.0719
C -2.45357 1.50676 -2.80036 -0.0073 -0.0535 -0.0290
C -1.90285 -1.13794 -1.01244 0.2061 0.0706 -0.0682
H -4.09305 -0.67030 -4.64162 0.0134 0.0129 -0.0048
H -4.83685 -0.84789 -3.03925 -0.0086 -0.0031 -0.0007
H -3.95073 -2.20083 -3.75369 0.0054 -0.0062 0.0010
H -1.06651 -0.40500 -5.08414 -0.0364 0.0226 0.0110
H -0.74307 -1.92655 -4.21582 0.0078 -0.0026 -0.0019
H 0.07410 -0.44609 -3.71739 0.0007 -0.0129 -0.0237
H -2.50703 1.89621 -3.82236 0.0022 -0.0024 -0.0099
H -1.59264 1.94658 -2.29255 0.0025 0.0012 0.0096
H -3.34545 1.81820 -2.25248 -0.0071 -0.0003 0.0051
H -2.52829 -1.98031 -0.69051 -0.0946 0.0258 -0.0944
C 2.91590 1.33220 0.85391 -0.0118 0.0323 -0.0467
As 1.54360 0.91541 -0.48598 0.0344 0.0170 -0.1274
C 2.77578 0.23144 -1.85969 0.0248 -0.0451 0.0031
C 1.23324 2.73491 -1.27550 -0.0123 0.0016 0.0330
C 2.43497 3.57132 -1.51492 0.1039 0.0779 0.0428
C 2.93385 4.40951 -0.51131 -0.0599 -0.0670 -0.0523
C 4.07702 5.16533 -0.71093 0.0735 0.0768 0.0353
C 4.76056 5.11096 -1.91952 -0.0817 -0.0811 -0.0437
C 4.27488 4.28592 -2.92762 0.1146 0.1018 0.0264
C 3.13108 3.53090 -2.72628 -0.1059 -0.0803 0.0064
H 3.69571 1.99335 0.47181 -0.0176 0.0023 -0.0219
H 3.35475 0.38199 1.15557 -0.0116 -0.0102 -0.0129
H 2.43591 1.77408 1.72505 -0.0093 0.0178 0.0476
H 3.60931 0.90462 -2.06890 -0.0028 0.0215 0.0249
H 2.20739 0.03911 -2.77023 0.0271 0.0112 -0.0047
H 3.15899 -0.72180 -1.49317 0.0011 0.0015 -0.0150
H 0.54772 3.20963 -0.57390 0.0034 -0.0091 -0.0251
H 0.68703 2.53648 -2.19920 0.0117 -0.0176 0.0075
H 2.40805 4.45670 0.43601 0.0006 0.0008 -0.0042
H 4.43958 5.80458 0.08634 -0.0030 -0.0065 -0.0049
H 5.65505 5.70161 -2.07482 0.0027 0.0028 0.0038
H 4.79232 4.23302 -3.87892 -0.0062 -0.0061 0.0009
H 2.75915 2.89227 -3.51992 0.0029 0.0045 0.0051
```
Forces are in eV/Å.

As for the multiplicity: 5. Its maximum force is 0.0144 Eh/bohr. The HOMO-LUMO gap (alpha / beta) is 3.928 / 4.647 eV. The total charge is -2. As for the energy above the lowest of the compared OMol25 structures with the same formula, charge and spin: 0.282 eV.